Molecular formula: C49H43As2BrN3O2Ti
Method: DFT, ωB97M-V/def2-TZVPD

Structure (XYZ):
```
101
Properties=species:S:1:pos:R:3:lowdin_charge:R:1
Ti 0.53 1.47 -1.12 0.610
C 0.01 1.50 -4.31 -0.030
O 0.68 0.81 -3.23 -0.261
C 1.88 0.23 -3.55 -0.229
C 2.20 -0.22 -4.81 0.003
C 3.43 -0.84 -5.01 -0.037
C 4.33 -1.01 -3.95 -0.056
C 4.03 -0.56 -2.70 0.023
C 2.78 0.09 -2.46 -0.219
N 2.42 0.63 -1.29 -0.066
N 3.40 0.51 -0.34 0.106
C 3.26 1.02 0.86 -0.134
C 2.07 1.73 1.35 -0.290
O 1.02 1.87 0.58 -0.244
C 2.06 2.27 2.64 0.009
C 3.12 2.11 3.49 0.012
C 4.29 1.39 3.09 -0.171
C 5.36 1.21 3.96 -0.014
C 6.49 0.51 3.56 -0.057
C 6.56 -0.03 2.28 -0.055
C 5.51 0.14 1.40 0.001
C 4.36 0.85 1.78 -0.099
H 0.73 2.12 -4.84 0.108
H -0.75 2.14 -3.87 0.075
H -0.45 0.77 -4.98 0.108
H 1.51 -0.11 -5.64 0.123
H 3.69 -1.20 -6.00 0.118
H 5.28 -1.49 -4.13 0.115
H 4.72 -0.67 -1.88 0.102
H 1.16 2.81 2.93 0.129
H 3.09 2.52 4.49 0.122
H 5.31 1.63 4.95 0.119
H 7.32 0.38 4.24 0.111
H 7.44 -0.57 1.97 0.109
H 5.55 -0.27 0.40 0.102
C -1.87 -1.87 0.07 -0.407
C -2.04 -1.54 1.55 -0.421
As -1.83 0.41 1.89 1.314
C -2.13 0.37 3.82 -0.389
C -1.09 -0.11 4.61 -0.129
C -1.22 -0.14 5.99 -0.085
C -2.38 0.33 6.59 -0.083
C -3.42 0.82 5.81 -0.077
C -3.29 0.84 4.42 -0.097
C -3.55 1.09 1.29 -0.424
C -3.66 2.47 1.17 -0.136
C -4.85 3.06 0.80 -0.082
C -5.96 2.27 0.52 -0.085
C -5.86 0.89 0.62 -0.085
C -4.67 0.30 1.00 -0.105
As -0.13 -1.30 -0.64 1.319
C -0.07 -2.34 -2.29 -0.367
C 1.15 -2.86 -2.74 -0.132
C 1.22 -3.56 -3.93 -0.070
C 0.08 -3.74 -4.70 -0.070
C -1.14 -3.22 -4.26 -0.072
C -1.21 -2.54 -3.06 -0.106
C 1.06 -2.25 0.57 -0.364
C 1.46 -1.56 1.70 -0.140
C 2.28 -2.17 2.65 -0.065
C 2.69 -3.48 2.45 -0.066
C 2.28 -4.18 1.33 -0.064
C 1.46 -3.57 0.39 -0.092
H -2.66 -1.40 -0.53 0.039
H -1.93 -2.95 -0.10 0.086
H -1.27 -2.03 2.15 0.059
H -3.00 -1.90 1.91 0.071
H -0.18 -0.46 4.15 0.083
H -0.41 -0.52 6.60 0.104
H -2.48 0.31 7.67 0.106
H -4.32 1.19 6.27 0.107
H -4.10 1.22 3.82 0.094
H -2.79 3.09 1.38 0.104
H -4.92 4.14 0.73 0.111
H -6.90 2.73 0.25 0.108
H -6.73 0.27 0.42 0.108
H -4.62 -0.77 1.10 0.094
H 2.05 -2.72 -2.15 0.100
H 2.16 -3.96 -4.26 0.112
H 0.13 -4.29 -5.63 0.109
H -2.03 -3.37 -4.85 0.108
H -2.17 -2.17 -2.72 0.087
H 1.12 -0.54 1.86 0.063
H 2.59 -1.62 3.52 0.111
H 3.33 -3.96 3.18 0.110
H 2.59 -5.21 1.18 0.110
H 1.14 -4.13 -0.48 0.099
C -4.95 1.62 -3.08 -0.023
C -3.63 2.01 -2.47 -0.235
C -3.28 3.36 -2.29 -0.005
C -2.05 3.72 -1.78 -0.049
C -1.18 2.69 -1.43 -0.322
Br 1.57 3.59 -2.05 0.257
N -1.54 1.43 -1.57 -0.078
C -2.72 1.06 -2.08 -0.079
H -5.41 2.46 -3.60 0.086
H -5.64 1.28 -2.31 0.073
H -4.82 0.81 -3.80 0.086
H -4.00 4.11 -2.59 0.126
H -1.74 4.75 -1.68 0.113
H -2.91 0.00 -2.22 0.107
```

charge: +1
max |F|: 2.61 eV Å⁻¹
LUMO level (spin up / spin down): -2.6503 / -5.2698 eV
relative energy (zero: lowest compared OMol25 entry of this formula, charge and spin): 0.0 kcal per mole
frontier orbital gap (spin up / spin down): 6.5 / 5.2 eV
multiplicity: 3